No. 1
Formula: C4H2O2
Source: OMol25
Level of theory: wB97M-V/def2-TZVPD

Geometry as ORCA input:
```
! RIJCOSX wB97M-V def2-TZVPD def2/J DEFGRID3
* xyz 0 1
O 1.16 0.91 -2.43
C 0.62 0.56 -1.42
C 0.59 -0.73 -0.71
C 0.08 -1.14 0.32
C -0.63 -0.48 1.42
O -1.22 0.55 1.16
H -0.03 1.20 -0.78
H -0.57 -0.86 2.44
*
```

The HOMO-LUMO gap comes out at 9.7 eV. As for the SMILES: O=CC#CC=O. The LUMO energy is -1.102 eV. For the highest occupied orbital energy, the calculation gives -0.3984 hartree.

natural (NBO) atomic charges, in units of e: -0.4499, 0.3604, -0.0304, -0.0934, 0.3690, -0.4776, 0.1685, 0.1535

---

No. 2
Formula: C3H12N2O3
Source: OMol25
Level of theory: wB97M-V/def2-TZVPD

Geometry as ORCA input:
```
! RIJCOSX wB97M-V def2-TZVPD def2/J DEFGRID3
* xyz 0 1
N -0.55 2.23 0.49
C -0.76 1.36 1.50
C -0.41 -0.05 1.41
N 0.76 -0.25 0.67
C 1.14 -1.66 0.52
O -1.52 -0.89 0.94
H 0.13 2.94 0.78
H -0.11 1.80 -0.35
H -1.38 1.66 2.35
H -0.22 -0.36 2.45
H 0.78 0.17 -0.27
H 2.07 -1.80 -0.05
H 0.41 -1.93 -0.24
H 0.95 -2.28 1.39
H 0.23 -0.14 -2.28
H 0.51 1.61 -2.37
O -0.14 0.99 -2.01
H -1.96 -0.29 0.32
H -0.22 -1.73 -2.99
O 0.29 -1.38 -2.25
*
```

The HOMO-LUMO gap comes out at 5.4 eV. The LUMO energy is -2.704 eV. For the highest occupied orbital energy, the calculation gives -0.2993 hartree.

natural (NBO) atomic charges, in units of e: -0.6933, 0.3741, 0.1050, -0.6347, -0.4678, -0.6706, 0.4314, 0.4550, 0.2157, 0.2003, 0.4159, 0.2257, 0.2769, 0.1903, 0.4974, 0.4430, -1.1276, 0.4711, 0.4467, -1.1544

---

No. 3
Formula: C18H27IN4OPRhTe4
Source: OMol25
Level of theory: wB97M-V/def2-TZVPD

Geometry as ORCA input:
```
! RIJCOSX wB97M-V def2-TZVPD def2/J DEFGRID3
* xyz 0 5
Rh -0.56 -0.07 0.28
Te -1.22 2.29 3.18
Te -2.15 4.67 3.86
Te -2.62 4.56 -0.23
Te -1.53 2.23 0.47
C 2.22 3.30 1.13
P 2.49 1.54 1.46
C 3.58 0.95 0.15
C 3.42 1.47 3.02
O 1.23 0.74 1.57
H 3.18 3.83 1.11
H 1.60 3.73 1.92
H 1.72 3.43 0.17
H 4.51 1.53 0.16
H 3.08 1.08 -0.81
H 3.79 -0.11 0.29
H 4.33 2.06 2.96
H 3.66 0.43 3.23
H 2.78 1.86 3.82
C 1.51 -2.16 -0.75
C 1.56 -0.94 -1.61
C 2.42 -0.69 -2.66
C 2.10 0.60 -3.15
C 1.06 1.07 -2.37
C 0.38 2.39 -2.52
N 0.71 0.13 -1.43
H 2.52 -2.48 -0.48
H 1.01 -2.99 -1.25
H 0.97 -1.97 0.19
H 3.19 -1.36 -3.03
H 2.56 1.12 -3.97
H 0.79 2.91 -3.39
H 0.53 3.04 -1.65
H -0.70 2.29 -2.67
C -2.83 0.28 -2.71
C -2.47 -1.03 -2.12
N -2.03 -1.27 -0.90
C -1.88 -2.64 -0.80
C -2.24 -3.23 -1.97
N -2.61 -2.20 -2.80
H -2.56 1.07 -2.01
H -3.90 0.35 -2.91
H -2.29 0.45 -3.64
H -1.55 -3.11 0.11
H -2.23 -4.26 -2.29
H -2.92 -2.28 -3.75
I -5.49 -2.35 2.37
C -3.41 -2.09 2.47
C -2.60 -3.09 2.99
C -1.24 -2.83 3.07
C -0.75 -1.62 2.62
N -1.53 -0.68 2.05
C -2.86 -0.91 2.03
H -3.01 -4.03 3.34
H -0.57 -3.56 3.51
H 0.30 -1.36 2.72
H -3.48 -0.12 1.64
*
```

The HOMO-LUMO gap (alpha / beta) comes out at 5.8 / 4.5 eV. As for the expectation value of S²: 6.043. The LUMO energy (alpha / beta) is -0.240 / -1.958 eV. For the highest occupied orbital energy (alpha / beta), the calculation gives -0.2207 / -0.2375 hartree.

natural (NBO) atomic charges, in units of e: 0.5915, 0.0440, -0.0610, -0.1207, 0.1579, -1.0187, 1.9704, -1.0230, -1.0036, -1.1560, 0.2427, 0.2544, 0.2600, 0.2347, 0.2976, 0.2525, 0.2403, 0.2473, 0.2512, -0.6230, 0.0789, -0.3515, -0.3451, 0.0696, -0.6269, -0.6028, 0.2141, 0.2119, 0.1830, 0.2026, 0.2033, 0.2204, 0.1936, 0.1984, -0.6587, 0.4022, -0.5200, -0.0950, -0.0916, -0.5093, 0.2444, 0.2294, 0.2384, 0.2163, 0.2228, 0.4205, 0.1649, -0.1776, -0.2051, -0.2493, 0.0155, -0.4732, 0.0139, 0.2349, 0.2309, 0.2328, 0.2251

---

No. 4
Formula: C5H13N4
Source: OMol25
Level of theory: wB97M-V/def2-TZVPD

Geometry as ORCA input:
```
! RIJCOSX wB97M-V def2-TZVPD def2/J DEFGRID3
* xyz 1 1
C -2.76 0.83 0.30
C -1.54 0.28 -0.38
C -1.33 -1.26 -0.22
C 0.15 -1.43 0.05
N 0.74 -0.12 0.11
C 2.01 0.21 0.00
N 2.25 1.49 -0.33
N 3.04 -0.66 0.21
N -0.28 0.92 -0.01
H -2.95 0.13 1.16
H -3.68 0.87 -0.31
H -2.43 1.84 0.58
H -1.59 0.78 -1.45
H -1.75 -1.84 -1.09
H -1.97 -1.52 0.59
H 0.28 -1.88 1.09
H 0.59 -1.99 -0.78
H 3.19 1.95 -0.46
H 1.41 2.15 -0.35
H 3.96 -0.32 -0.03
H 3.01 -1.69 0.41
H -0.37 1.26 0.91
*
```

The HOMO-LUMO gap comes out at 10.5 eV. As for the SMILES: C[C@@H]1CCN(C(N)=[NH2+])N1. The LUMO energy is -2.796 eV. For the highest occupied orbital energy, the calculation gives -0.4881 hartree.

natural (NBO) atomic charges, in units of e: -0.6187, -0.0600, -0.4300, -0.2493, -0.2391, 0.6673, -0.7954, -0.7905, -0.4447, 0.2097, 0.2529, 0.2208, 0.2136, 0.2545, 0.2261, 0.2268, 0.2314, 0.4393, 0.4588, 0.4197, 0.4470, 0.3599

---

No. 5
Formula: C37H48BrN8O2PPd
Source: OMol25
Level of theory: wB97M-V/def2-TZVPD

Geometry as ORCA input:
```
! RIJCOSX wB97M-V def2-TZVPD def2/J DEFGRID3
* xyz 0 3
Pd -0.45 1.01 0.37
O -3.13 6.19 0.46
C -3.31 5.30 1.49
C -3.93 5.68 2.67
C -4.06 4.78 3.71
C -3.56 3.49 3.58
C -2.94 3.12 2.40
C -2.85 3.99 1.34
C -2.19 3.59 0.02
O -2.15 2.31 -0.30
N -0.82 4.19 0.14
N 0.20 3.43 0.40
C 1.31 3.96 0.79
C 2.54 3.24 0.82
Br 2.36 1.44 0.19
C 3.73 3.78 1.13
C 5.04 3.14 1.10
C 5.27 1.85 1.56
C 6.54 1.29 1.49
C 7.60 2.02 0.98
C 7.39 3.32 0.54
C 6.13 3.88 0.61
H -3.57 7.02 0.69
H -4.30 6.69 2.77
H -4.56 5.08 4.61
H -3.65 2.80 4.40
H -2.51 2.13 2.28
H -2.67 4.19 -0.79
H -0.78 5.17 0.42
H 1.36 5.03 1.02
H 3.73 4.84 1.34
H 4.47 1.28 2.01
H 6.70 0.28 1.84
H 8.59 1.58 0.92
H 8.21 3.90 0.16
H 5.97 4.89 0.25
N 0.08 -0.93 0.66
P 0.26 -1.75 -0.65
N 1.86 -2.15 -0.98
C 2.34 -2.70 -2.22
C 3.30 -3.87 -1.98
C 4.44 -3.45 -1.05
C 3.86 -2.88 0.24
C 2.92 -1.73 -0.10
N -0.41 -1.17 -2.10
C -0.91 -1.98 -3.20
C -2.18 -1.35 -3.77
C -1.99 0.16 -4.01
C -0.53 0.56 -3.85
C -0.04 0.19 -2.46
N -0.50 -3.29 -0.60
C -1.94 -3.20 -0.35
C -2.28 -3.47 1.11
C -1.90 -4.91 1.49
C -0.73 -5.38 0.62
C 0.18 -4.21 0.30
H 2.87 -1.93 -2.80
H 1.48 -3.04 -2.80
H 3.69 -4.22 -2.93
H 2.75 -4.70 -1.52
H 5.04 -2.68 -1.55
H 5.08 -4.30 -0.84
H 4.66 -2.51 0.88
H 3.32 -3.65 0.78
H 3.52 -0.93 -0.58
H 2.46 -1.33 0.80
H -1.12 -2.98 -2.82
H -0.16 -2.07 -4.00
H -3.01 -1.51 -3.08
H -2.43 -1.86 -4.71
H -2.58 0.72 -3.28
H -2.35 0.44 -5.00
H -0.42 1.63 -4.00
H 0.09 0.06 -4.61
H -0.51 0.89 -1.71
H 1.06 0.32 -2.40
H -2.46 -3.92 -1.00
H -2.27 -2.19 -0.63
H -3.34 -3.29 1.29
H -1.71 -2.76 1.71
H -2.75 -5.58 1.35
H -1.61 -4.94 2.54
H -1.09 -5.81 -0.32
H -0.16 -6.16 1.14
H 1.09 -4.54 -0.20
H 0.47 -3.71 1.24
N -6.07 -0.73 -1.76
C -5.45 -0.61 -0.80
C -4.69 -0.48 0.38
C -5.24 -0.76 1.63
C -4.40 -0.68 2.73
C -3.06 -0.35 2.54
N -2.56 -0.05 1.35
C -3.34 -0.11 0.29
H -6.28 -1.01 1.73
H -4.78 -0.89 3.72
H -2.38 -0.32 3.37
H -2.90 0.16 -0.66
*
```

The HOMO-LUMO gap (alpha / beta) comes out at 7.6 / 6.6 eV. As for the expectation value of S²: 2.007. The LUMO energy (alpha / beta) is 0.230 / -0.809 eV. For the highest occupied orbital energy (alpha / beta), the calculation gives -0.2716 / -0.2715 hartree.

Löwdin atomic charges, in units of e: 0.7790, 0.0476, -0.2786, -0.0322, -0.0950, -0.0891, -0.0235, -0.0951, -0.4693, -0.2490, 0.0203, -0.0589, -0.2171, -0.5743, 0.9263, -0.0985, -0.2504, -0.0755, -0.0829, -0.0915, -0.0880, -0.0415, 0.1097, 0.1098, 0.1009, 0.0959, 0.0769, 0.1461, 0.1409, 0.1290, 0.1187, 0.0873, 0.1009, 0.1003, 0.1014, 0.1117, -0.2946, 0.5833, -0.2130, -0.2008, -0.1804, -0.2046, -0.1786, -0.2918, -0.2107, -0.2330, -0.1605, -0.1792, -0.1788, -0.2433, -0.2102, -0.2306, -0.1853, -0.1910, -0.1812, -0.2337, 0.1262, 0.1006, 0.1105, 0.0994, 0.1122, 0.1076, 0.1077, 0.1087, 0.0774, 0.0651, 0.1008, 0.1099, 0.0941, 0.1089, 0.1053, 0.1070, 0.1165, 0.1114, 0.0591, 0.0921, 0.1245, 0.0765, 0.1066, 0.0884, 0.1056, 0.1072, 0.1132, 0.1099, 0.0894, 0.1173, 0.1709, -0.1873, -0.1956, -0.0020, -0.0432, -0.1382, 0.0240, -0.1133, 0.1243, 0.1074, 0.1222, 0.0973